1.
Formula: C2I4
Source: the Open Molecules 2025 dataset
Level of theory: the ωB97M-V functional and the def2-TZVPD basis

Output
LUMO level (alpha / beta) ... -0.592 / -0.595 eV

```
! RIJCOSX wB97M-V def2-TZVPD def2/J DEFGRID3
* xyz 0 1
C -0.2580 -0.7676 -0.3244
C 0.2927 0.7264 0.3420
I 0.9544 -1.5029 -1.8380
I -2.0544 -1.6057 0.1831
I -0.8923 1.4624 1.8689
I 2.0693 1.5686 -0.2206
*
```

2.
Formula: C35H35BBr39Cl2NO10P3
Source: the Open Molecules 2025 dataset
Level of theory: the ωB97M-V functional and the def2-TZVPD basis

Output
LUMO level ... 0.465 eV

```
! RIJCOSX wB97M-V def2-TZVPD def2/J DEFGRID3
* xyz -1 1
C 6.6282 3.0227 1.8064
B 5.2472 2.9717 0.9734
O 4.2968 4.0177 0.9745
C 4.9856 1.6476 0.0706
C 3.9301 0.6663 0.4013
C 3.7911 -0.4872 -0.5460
C 4.6684 -0.6489 -1.7315
P 4.4262 -2.1634 -2.8679
O 2.7547 -2.3289 -3.1506
Cl 5.1622 -3.9015 -1.8539
C 5.7292 0.3264 -2.0373
P 6.9300 0.2313 -3.4401
N 6.4526 -0.6574 -4.6576
O 8.3263 -0.4062 -2.7943
O 7.2914 1.7421 -4.0823
C 5.8531 1.4699 -1.1079
C 6.9431 2.6046 -1.2846
O 8.0995 2.4735 -0.8987
O 6.4799 3.6646 -1.8979
C 2.6893 -1.5268 -0.1780
O 2.7692 -2.7121 -0.3754
C 1.4012 -0.9891 0.5521
P -0.3186 -1.7103 0.2966
O -0.8841 -0.8782 -1.0794
Cl -0.1950 -3.7015 -0.3628
C 1.5563 0.0579 1.4198
C 0.4092 0.6868 2.2652
C -0.4428 1.7731 1.4991
C 0.4022 2.6565 0.5024
O -1.5433 1.1041 0.8719
C -2.8078 1.6493 1.2236
C -3.2467 2.7518 0.1944
C -2.7941 2.7066 -1.1888
C -3.2000 3.7148 -2.1816
C -4.0838 4.7892 -1.7420
C -4.5800 4.8940 -0.3600
C -4.1172 3.8625 0.5765
C 2.9732 0.7203 1.6296
O 3.1915 1.1727 2.7328
H 6.3992 2.6222 2.8352
H 7.4409 2.4187 1.3355
H 6.9333 4.1088 1.8591
H 4.6184 4.6033 0.2417
H 2.3160 -1.4747 -2.9754
H 6.4592 -0.0601 -5.4920
H 8.7839 -0.7722 -3.5779
H 6.4534 2.1558 -4.3601
H -0.2082 -0.2344 -1.3581
H -0.2850 -0.1190 2.6382
H 0.7942 1.1849 3.2004
H -0.8195 2.4890 2.2897
H 0.6289 2.1478 -0.4669
H 1.3114 3.0904 1.0054
H -0.2513 3.5411 0.2509
H -2.8998 1.9813 2.2906
H -3.5540 0.8088 1.0992
H -2.1339 1.8896 -1.5727
H -2.8291 3.6464 -3.2459
H -4.4180 5.5451 -2.4966
H -5.2573 5.7124 -0.0365
H -4.4361 3.9098 1.6517
C -2.0492 1.0226 -5.6005
Br -3.1359 1.9190 -4.2683
Br -0.3870 0.3799 -4.8493
Br -3.0216 -0.3888 -6.4996
H -1.7932 1.7618 -6.3523
C 7.6812 -6.8820 -2.1469
Br 7.5007 -6.7161 -0.2310
Br 9.5335 -7.0081 -2.6892
Br 6.6288 -8.3486 -2.8433
H 7.2828 -5.9702 -2.5832
C -8.7107 4.6150 0.4548
Br -6.8791 4.0221 0.6926
Br -9.2613 5.8357 1.8528
Br -8.9949 5.3648 -1.3063
H -9.3449 3.7378 0.5325
C -11.4643 8.1844 4.5871
Br -10.7462 9.2593 3.1486
Br -12.2957 6.5669 3.9251
Br -10.1317 7.8089 5.9372
H -12.2433 8.7701 5.0634
C 6.5154 -7.7837 -6.7374
Br 7.1199 -6.0296 -6.2009
Br 4.8241 -7.7058 -7.6733
Br 7.8605 -8.7255 -7.7616
H 6.3506 -8.3540 -5.8289
C -11.1677 4.2076 8.6268
Br -9.3396 3.6192 8.8572
Br -11.7082 5.4360 10.0208
Br -11.4662 4.9481 6.8649
H -11.7979 3.3291 8.7156
C 2.7273 6.8044 -1.5268
Br 2.4713 7.8971 -3.1039
Br 1.2669 5.5625 -1.2693
Br 4.4387 5.9053 -1.5500
H 2.7283 7.4744 -0.6735
C -1.3407 -5.9786 3.1122
Br -0.7881 -4.2127 3.6816
Br -3.0008 -5.9272 2.1212
Br 0.0523 -6.8819 2.1260
H -1.5232 -6.5591 4.0106
C -5.6065 -5.5469 -0.6868
Br -6.3432 -5.9777 1.0529
Br -5.4840 -7.1119 -1.8134
Br -6.5789 -4.1134 -1.5449
H -4.5931 -5.1915 -0.5248
C -6.3693 -9.9808 1.2850
Br -6.6522 -9.8072 3.1906
Br -4.4907 -10.0842 0.8455
Br -7.3639 -11.4648 0.5425
H -6.7540 -9.0765 0.8229
C 5.2796 5.3348 5.4541
Br 5.9623 6.4251 4.0101
Br 4.4567 3.7126 4.8019
Br 6.6389 4.9677 6.7826
H 4.5028 5.9101 5.9460
C -2.0801 -4.8480 -7.1221
Br -2.9882 -4.6259 -5.4289
Br -2.8641 -3.7436 -8.5050
Br -0.1770 -4.5511 -6.9606
H -2.2173 -5.8806 -7.4242
C 2.1182 -5.8911 5.8504
Br 1.6812 -7.7764 5.8014
Br 2.7717 -5.3515 7.5898
Br 3.3427 -5.4021 4.4381
H 1.1960 -5.3464 5.6738
*
```

3.
Formula: C10H30O7
Source: the Open Molecules 2025 dataset
Level of theory: the ωB97M-V functional and the def2-TZVPD basis

Output
Energy relative to the best compared isomer or geometry (same formula, charge and spin) ... 218.2 kJ/mol
LUMO level ... 0.615 eV
Structure (SMILES) ... COCCOC.COCCOC.CO.CO.O

```
! RIJCOSX wB97M-V def2-TZVPD def2/J DEFGRID3
* xyz 0 1
C 5.1604 -2.6712 -2.6450
O 5.2028 -1.2581 -2.6456
C 4.0687 -0.6576 -3.2395
C 2.7575 -0.8193 -2.4720
O 2.7492 -0.2136 -1.2068
C 3.5096 -0.8533 -0.1834
H 4.2789 -3.0547 -3.1661
H 5.1433 -3.0648 -1.6273
H 6.0269 -3.0789 -3.1697
H 3.9511 -1.0687 -4.2519
H 4.2847 0.4024 -3.3815
H 2.5499 -1.8961 -2.3692
H 1.9253 -0.4204 -3.0522
H 3.2731 -1.9209 -0.1275
H 3.1444 -0.4314 0.7530
H 4.5627 -0.6423 -0.3517
C -4.1210 0.6016 3.1659
O -4.0140 0.9152 1.7898
C -3.7985 -0.2538 1.0059
C -3.5424 0.1603 -0.4426
O -4.5674 0.8532 -1.1207
C -4.6670 2.2199 -0.7945
H -4.9462 -0.1026 3.3396
H -4.3431 1.5058 3.7301
H -3.1698 0.1613 3.4936
H -4.7127 -0.8531 1.0286
H -2.9286 -0.7942 1.3848
H -3.5063 -0.7929 -0.9797
H -2.5726 0.6589 -0.5325
H -5.3881 2.6491 -1.4905
H -3.6951 2.7301 -0.8240
H -5.0546 2.4078 0.2132
C -0.2791 3.7794 1.6337
O -0.6525 2.8670 0.5673
H -0.1622 4.7702 1.2013
H -1.0993 3.8034 2.3621
H 0.5552 3.3858 2.2047
H -1.4734 3.2587 0.2516
C 0.8182 -2.4761 2.2833
O 0.0909 -2.5224 1.0562
H 1.8974 -2.3748 2.1339
H 0.4850 -1.6376 2.9082
H 0.5958 -3.3915 2.8330
H 0.2539 -1.6531 0.6495
O 0.2794 0.2568 0.1173
H 1.0914 0.3490 -0.4171
H 0.0383 1.1674 0.3844
*
```

4.
Formula: C3HN3O
Source: the Open Molecules 2025 dataset
Level of theory: the ωB97M-V functional and the def2-TZVPD basis

Output
Energy relative to the best compared isomer or geometry (same formula, charge and spin) ... 472.6 kJ/mol
LUMO level (alpha / beta) ... -1.597 / -2.624 eV

```
! RIJCOSX wB97M-V def2-TZVPD def2/J DEFGRID3
* xyz 0 1
C 0.0550 1.5844 -0.6358
C 1.4736 0.0703 0.7613
C 0.3276 0.3327 0.0410
N -0.2583 2.5960 -1.1395
N 2.4836 -0.0342 1.3035
N -1.8133 -1.4668 -0.4126
O -0.5502 -0.8296 -0.1074
H -1.7180 -2.2528 0.1896
*
```

5.
Formula: C13H14N2O4S
Source: the Open Molecules 2025 dataset
Level of theory: the ωB97M-V functional and the def2-TZVPD basis

Output
Energy relative to the best compared isomer or geometry (same formula, charge and spin) ... 92.5 kJ/mol
LUMO level ... 0.181 eV
Structure (SMILES) ... CC(=O)c1cccc(/N=C2/NC(=O)C(CO)(CO)S2)c1

```
! RIJCOSX wB97M-V def2-TZVPD def2/J DEFGRID3
* xyz 0 1
C 2.2559 2.4272 -2.1346
C 3.2812 1.3358 -2.3165
O 4.3572 1.5518 -2.8272
C 2.9152 -0.0215 -1.8284
C 3.9054 -1.0047 -1.8299
C 3.6256 -2.2832 -1.3838
C 2.3595 -2.5979 -0.9304
C 1.3601 -1.6219 -0.9106
N 0.1134 -2.0236 -0.4696
C -0.7829 -1.3215 0.0555
N -1.9919 -1.8703 0.4098
C -2.9321 -1.1128 1.0455
O -4.0551 -1.4737 1.2762
C -2.3521 0.2363 1.4439
C -1.9643 0.2099 2.9488
O -3.0587 0.1991 3.8005
C -3.3604 1.3494 1.1481
O -3.0889 2.4705 1.9575
S -0.8067 0.4164 0.4944
C 1.6404 -0.3378 -1.3711
H 1.3875 2.2227 -2.7574
H 1.9345 2.4782 -1.0971
H 2.6892 3.3784 -2.4327
H 4.8883 -0.7405 -2.1897
H 4.3967 -3.0390 -1.3926
H 2.1222 -3.5890 -0.5768
H -2.1863 -2.8296 0.1545
H -1.3947 -0.7021 3.1522
H -1.3178 1.0785 3.1312
H -3.5029 1.0535 3.7281
H -4.3635 0.9479 1.3592
H -3.3051 1.6060 0.0822
H -3.6182 3.2133 1.6519
H 0.8493 0.3942 -1.3910
*
```

The records above yield largest force on an atom values of 0.138, 0.074, 0.028, 0.101, 0.018 hartree/bohr, respectively.